Entry 1:
Below is a 2-piece molecular cluster, C3H7INO overall, with properties calculated with the ωB97M-V functional and the def2-TZVPD basis.

Results
frontier orbital gap (spin up / spin down): 7.64 / 6.11 eV
energy relative to the best compared isomer or geometry (same formula, charge and spin): 41.0 kcal/mol
charge: +1
E_LUMO (spin up / spin down): -4.83 / -8.11 eV
multiplicity: 3

```
13
Properties=species:S:1:pos:R:3:forces:R:3
H -1.63652 1.04949 0.17379 -0.02 0.23 0.67
H -2.42253 -0.51719 -0.30942 0.17 0.36 0.15
H -1.42123 -1.96431 1.28482 1.17 1.56 -0.60
N -0.25594 -0.60701 -0.15415 0.30 0.97 -0.75
C -1.58852 -0.02539 0.20012 0.59 -1.34 -0.95
H 1.92761 0.61370 0.49756 0.14 0.59 0.70
H 0.33283 1.62095 0.03203 1.72 0.26 -0.23
C -0.87065 -0.96283 1.11892 -0.92 -1.39 0.58
I 3.22538 0.17181 -2.21641 4.94 -3.65 -2.89
O 1.80363 1.19798 -1.40462 -5.34 4.53 4.05
H -0.13641 -1.13069 -1.04977 -0.68 -0.18 1.60
H -0.32094 -0.66629 2.02953 -0.30 0.11 -0.72
C 1.36328 1.21978 -0.20238 -1.77 -2.07 -1.61
```
Forces are in eV/Å.

Atomic partial charges in e from the Löwdin method, atoms 1 to 5: 0.090 0.114 0.144 -0.069 -0.125

---

Entry 2:
Below is C4H8O2S as an isolated structure, with properties calculated with the ωB97M-V functional and the def2-TZVPD basis.

Results
frontier orbital gap: 8.88 eV
energy relative to the best compared isomer or geometry (same formula, charge and spin): 72.3 kcal/mol
charge: 0
E_LUMO: 0.63 eV

```
15
Properties=species:S:1:pos:R:3:forces:R:3
H 1.02853 -1.48843 1.29287 2.04 0.49 -1.52
C -1.42677 1.01062 -0.69565 -0.30 0.77 -1.97
C 1.19366 0.17791 -0.01893 -2.20 -1.41 -2.07
S -1.04983 -1.70768 0.08522 -1.03 1.20 -0.63
H -2.29964 0.85471 -1.40509 -0.04 -0.23 1.81
O -1.73575 1.27272 0.66909 0.94 -0.25 0.09
H -1.38537 -0.83484 1.08464 -0.06 -0.77 -0.24
O 1.56604 1.29177 -0.09546 0.27 1.01 0.20
C -0.54879 -0.23631 -0.89983 3.19 0.77 1.81
H -1.11958 1.99472 -1.20190 0.88 -1.46 0.82
H -0.86609 1.39387 1.14773 -1.32 0.03 -0.94
H -0.31656 -0.43094 -1.97119 -0.22 -0.07 0.91
C 1.87631 -0.98680 0.64643 0.76 -0.48 2.68
H 2.68922 -0.59620 1.44231 -1.72 -0.68 -2.06
H 2.39460 -1.71513 -0.08022 -1.18 1.09 1.10
```
Forces are in eV/Å.

Atomic partial charges in e from the Löwdin method, atoms 1 to 5: 0.042 -0.344 -0.391 0.718 0.126

---

Entry 3:
Below is the molecule C6H8Cl2N2O, with properties calculated with the ωB97M-V functional and the def2-TZVPD basis.

Results
frontier orbital gap (spin up / spin down): 6.55 / 7.06 eV
energy relative to the best compared isomer or geometry (same formula, charge and spin): 21.8 kcal/mol
charge: 0
E_LUMO (spin up / spin down): 0.78 / -2.47 eV
multiplicity: 3

```
19
Properties=species:S:1:pos:R:3:forces:R:3
C 1.68880 -0.74309 0.71629 -4.23 -3.02 2.75
N -1.71043 0.41209 -0.66140 -2.68 -1.08 -2.53
N -2.84343 -0.18422 0.08099 0.67 2.48 -1.02
H -2.69659 -1.15518 -0.06275 -0.91 -1.18 -0.19
Cl 4.13092 0.02375 0.26529 0.30 0.07 -0.21
C -0.55904 0.55389 0.09257 2.89 -0.87 0.58
C 0.47935 1.33048 -0.69434 -3.49 -1.84 1.97
C 1.80996 1.21200 -0.67010 6.38 -2.55 -0.07
H -0.86538 1.14382 0.94186 0.08 0.01 0.91
H -1.62762 -0.11338 -1.59904 0.41 1.20 2.14
Cl 0.01715 -1.87151 -0.87989 -0.38 -1.21 -0.56
H -1.11167 -0.99247 1.96486 -0.52 -0.03 0.10
H -3.68723 0.23914 -0.39520 1.19 -1.34 0.87
O -0.27282 -1.39422 1.73467 -0.71 -0.47 0.55
C 0.17341 -0.82625 0.59772 2.00 1.89 -0.85
H 2.41143 1.67300 -1.53753 -0.73 -0.34 1.96
H 2.20879 -1.51094 1.22633 -0.14 -0.86 0.72
C 2.43620 0.18170 0.13820 1.16 6.67 -4.95
H 0.01820 2.02139 -1.25855 -1.28 2.46 -2.16
```
Forces are in eV/Å.

Atomic partial charges in e from the Löwdin method, atoms 1 to 5: -0.135 -0.161 0.020 0.032 0.724

---

Entry 4:
Below is an isolated ion of composition C10H15N4S and charge +1, with properties calculated with the ωB97M-V functional and the def2-TZVPD basis.

Results
SMILES: CC(C)/N=C1\C=CC=C(N)\C1=C(/N)[NH+]=S
frontier orbital gap (spin up / spin down): 5.38 / 6.97 eV
energy relative to the best compared isomer or geometry (same formula, charge and spin): 16.4 kcal/mol
charge: +1
E_LUMO (spin up / spin down): -5.92 / -4.62 eV

```
30
Properties=species:S:1:pos:R:3:forces:R:3
H -0.98106 2.92253 1.60592 0.35 -0.43 1.00
H 1.62858 -0.61129 2.87065 0.81 0.45 -1.02
N -0.31310 0.60924 0.13065 2.97 -0.48 -0.18
C -0.42316 -2.14939 -2.25361 -1.39 -1.59 -2.57
C 0.03003 -0.40797 -0.66499 -3.49 1.51 -1.68
H 3.01130 0.98361 0.02693 0.37 -0.10 0.29
C 1.93452 -0.46752 0.80479 -0.45 -0.04 -1.06
H -2.14611 -0.90939 0.89454 0.47 1.86 -0.03
S 0.55735 -2.33805 2.09156 -0.45 -0.62 -0.34
N 1.52912 -1.00636 1.92338 -0.98 -0.97 3.13
C -0.77849 -0.95099 -1.72070 -0.44 1.47 1.64
C -1.33321 2.69855 0.62861 0.08 0.23 -2.26
N 2.89805 0.41308 0.86016 0.17 0.57 -1.13
C 1.22415 -0.97147 -0.43098 3.11 0.11 0.74
H 3.49947 -2.17293 0.06419 -1.83 -0.76 -1.94
C -2.25909 0.21142 1.16037 -1.94 -1.10 -2.60
H -3.37700 0.26796 1.09918 0.92 0.70 0.66
C -1.52754 1.23754 0.17996 -1.72 -0.41 -0.11
H 3.44245 0.62638 1.69221 -0.39 0.01 -0.19
N 2.85057 -2.61664 -0.66953 1.56 1.72 1.59
H 1.21739 -3.71337 -2.26934 -0.54 -0.85 -0.97
H -1.17915 -2.59752 -2.96852 1.15 0.29 0.90
C 0.80129 -2.76767 -2.03302 1.31 2.29 2.02
H -1.72281 -0.41003 -1.91688 0.63 -0.79 -0.18
H -2.10739 1.29191 -0.77697 0.47 -0.23 0.46
H -1.79350 0.36644 2.07005 0.21 0.22 2.27
H 3.18458 -3.49783 -0.92710 0.16 -1.27 -0.75
H -2.33845 3.09063 0.53048 0.01 0.83 -0.04
C 1.67960 -2.05294 -1.14496 0.51 -1.65 1.09
H -0.58903 3.22295 -0.11440 -1.65 -0.97 1.24
```
Forces are in eV/Å.

Atomic partial charges in e from the Löwdin method, atoms 1 to 5: 0.055 0.118 0.105 -0.067 -0.300

---

Listing max |F| for the structures above in their given order: 8.1 3.7 8.4 4.2 eV/Å.